34
Properties=species:S:1:pos:R:3:mulliken_charge:R:1 method="wB97M-V/def2-TZVPD" homo_lumo_gap_ev="3.84 / 3.50" total_energy_ha=-988.3431 charge=+2 homo_ev="-16.790 / -16.587" e_lumo_ev="-12.95 / -13.08"
Hg -0.48808 0.99494 1.67522 1.28
N -1.64455 -1.62997 0.07828 0.25
N -0.67035 0.01368 -1.64907 0.16
N 1.16429 -0.72214 0.47197 0.01
N -0.62409 1.11111 -0.82317 0.00
N -1.61627 -0.84365 1.19691 -0.43
N -1.33020 3.19716 3.87444 -0.37
N 0.74905 -1.59331 -0.52353 0.28
C -3.17518 -2.39682 1.46822 -0.88
C -2.55869 -1.28052 2.04027 -0.04
C 2.47637 3.29578 0.91531 -0.66
C -2.56252 -2.60364 0.24148 -0.05
C -0.89679 2.49108 3.03001 -0.23
C -0.53490 1.77976 -2.96270 -0.65
C 2.44434 -1.05315 0.73223 -0.43
C -0.56497 2.19677 -1.61708 -0.40
C -0.59472 0.39605 -2.94019 -0.05
C 1.73263 -2.45222 -0.86428 -0.08
C 2.84723 -2.14243 -0.07775 -0.59
B -0.67472 -1.45350 -1.12517 -0.06
H -2.74110 -0.79059 2.99258 0.46
H 2.39932 2.21049 0.76287 -0.11
H 3.35060 3.50540 1.52807 0.32
H -0.47517 2.38638 -3.84740 0.46
H 1.55180 -3.19013 -1.63422 0.47
H 2.67269 3.79374 -0.03827 0.29
H 3.06985 -0.53854 1.46854 0.48
H -0.53234 3.22006 -1.24431 0.52
H -2.67333 -3.34796 -0.53871 0.47
H -3.94896 -2.98095 1.87944 0.47
H -0.88841 -2.23404 -2.00610 0.00
H -0.60175 -0.36812 -3.71220 0.47
H 3.79717 -2.64363 -0.10445 0.46
H 1.54175 3.67292 1.35276 0.19